(1)
{
  "formula": "C6H11IN",
  "method": "ωB97M-V/def2-TZVPD",
  "e_above_lowest_kcal_mol": 93.21,
  "total_energy_ha": -587.24488,
  "total_charge": 1,
  "symbols": ["C", "C", "C", "C", "C", "C", "N", "I", "H", "H", "H", "H", "H", "H", "H", "H", "H", "H", "H"],
  "coordinates": [[1.64, -1.38, 0.27], [0.95, -0.95, 1.54], [1.13, -0.66, -0.95], [-0.14, 0.14, -0.50], [-1.37, -0.76, -0.82], [-0.32, 1.58, -1.09], [0.12, 0.28, 0.95], [2.48, -0.07, -2.37], [2.69, -1.24, 0.19], [1.41, -2.40, 0.05], [0.23, -1.59, 1.99], [-1.35, -1.03, -1.95], [-2.33, -0.29, -0.62], [-1.05, -1.66, -0.26], [-1.10, 2.27, -0.52], [-0.62, 1.32, -2.16], [0.51, 2.21, -1.18], [-0.72, 0.54, 1.48], [0.83, 1.13, 1.12]],
  "nbo_charge": [-0.65, 0.15, -0.10, 0.03, -0.63, -0.65, -0.60, 0.34, 0.28, 0.28, 0.19, 0.26, 0.25, 0.21, 0.24, 0.25, 0.23, 0.45, 0.46]
}

***

(2)
{
  "formula": "C13H18F3InNO6",
  "method": "ωB97M-V/def2-TZVPD",
  "total_energy_ha": -1502.19601,
  "total_charge": -1,
  "symbols": ["C", "C", "O", "O", "C", "C", "C", "In", "C", "C", "C", "F", "F", "F", "C", "C", "O", "O", "C", "C", "O", "O", "C", "N", "H", "H", "H", "H", "H", "H", "H", "H", "H", "H", "H", "H", "H", "H", "H", "H", "H", "H"],
  "coordinates": [[3.43, -0.93, 2.31], [2.38, -1.87, 1.80], [1.38, -2.14, 2.41], [2.64, -2.50, 0.63], [3.12, -1.71, -0.47], [2.10, -0.75, -1.04], [0.72, -1.40, -1.29], [-1.01, -0.28, -0.56], [-2.79, -1.61, -0.51], [-3.77, -1.34, 0.63], [-4.85, -0.32, 0.32], [-4.93, 0.64, 1.28], [-6.08, -0.88, 0.25], [-4.67, 0.33, -0.84], [-0.74, 0.66, 1.44], [0.39, 1.58, 1.52], [1.40, 1.42, 2.15], [0.18, 2.77, 0.78], [1.21, 3.23, -0.02], [0.74, 3.62, -1.39], [2.34, 3.35, 0.35], [-1.55, 1.33, -1.92], [-1.23, 1.05, -3.10], [-0.98, 0.80, -4.21], [4.39, -1.44, 2.37], [3.11, -0.60, 3.30], [3.50, -0.04, 1.70], [3.38, -2.44, -1.24], [4.05, -1.20, -0.21], [2.51, -0.45, -2.01], [2.05, 0.17, -0.44], [0.57, -1.54, -2.36], [0.66, -2.39, -0.84], [-3.28, -1.54, -1.48], [-2.41, -2.63, -0.43], [-3.28, -1.06, 1.56], [-4.31, -2.26, 0.86], [-1.67, 1.21, 1.64], [-0.63, -0.10, 2.21], [1.35, 3.12, -2.14], [0.88, 4.70, -1.48], [-0.31, 3.40, -1.53]],
  "lowdin_charge": [0.00, -0.53, 0.11, -0.03, -0.20, -0.25, -0.24, 0.94, -0.24, -0.18, -0.62, 0.10, 0.10, 0.13, -0.13, -0.54, 0.10, 0.05, -0.50, 0.03, 0.12, -0.16, -0.60, 0.07, 0.09, 0.09, 0.08, 0.12, 0.11, 0.11, 0.08, 0.03, 0.04, 0.04, 0.04, 0.10, 0.11, 0.06, 0.06, 0.10, 0.09, 0.07]
}

***

(3)
{
  "formula": "C4H7OP",
  "method": "ωB97M-V/def2-TZVPD",
  "e_above_lowest_kcal_mol": 26.43,
  "smiles": "C#CP(C)(C)=O",
  "total_energy_ha": -573.15312,
  "symbols": ["C", "C", "P", "C", "C", "O", "H", "H", "H", "H", "H", "H", "H"],
  "coordinates": [[2.46, -0.90, 0.00], [1.64, -0.01, -0.22], [0.08, 0.83, -0.03], [-0.73, -0.03, 1.39], [-0.84, 0.10, -1.45], [0.09, 2.30, -0.05], [3.25, -1.50, 0.34], [-1.85, 0.13, 1.19], [-0.56, -1.13, 1.42], [-0.55, 0.36, 2.53], [-0.33, 0.32, -2.36], [-0.84, -0.99, -1.34], [-1.81, 0.52, -1.43]],
  "nbo_charge": [-0.14, -0.44, 1.90, -1.01, -0.97, -1.06, 0.23, 0.25, 0.25, 0.27, 0.25, 0.23, 0.24]
}

***

(4)
{
  "formula": "C4H11N2",
  "method": "ωB97M-V/def2-TZVPD",
  "e_above_lowest_kcal_mol": 66.07,
  "smiles": "C=[NH+]CCNC",
  "total_energy_ha": -268.19961,
  "total_charge": 1,
  "symbols": ["C", "N", "C", "C", "N", "C", "H", "H", "H", "H", "H", "H", "H", "H", "H", "H", "H"],
  "coordinates": [[2.34, -0.66, -0.55], [1.99, 0.38, 0.12], [0.73, 1.02, -0.15], [-0.60, 0.65, 0.77], [-0.95, -0.69, 0.51], [-2.11, -0.76, -0.42], [3.24, -1.26, -0.45], [1.58, -1.05, -1.21], [2.63, 0.86, 0.78], [0.40, 0.61, -1.08], [0.70, 2.11, 0.01], [-0.23, 0.69, 1.83], [-1.46, 1.42, 0.58], [-1.22, -1.17, 1.32], [-3.09, -0.36, 0.07], [-1.87, -0.06, -1.23], [-2.10, -1.74, -0.90]],
  "nbo_charge": [0.12, -0.39, -0.28, -0.20, -0.65, -0.43, 0.25, 0.22, 0.45, 0.22, 0.25, 0.21, 0.22, 0.38, 0.20, 0.19, 0.23]
}

***

(5)
{
  "formula": "C2H5N4",
  "method": "ωB97M-V/def2-TZVPD",
  "e_above_lowest_kcal_mol": 28.32,
  "smiles": "Cc1[nH]nn[nH+]1",
  "total_energy_ha": -297.90833,
  "total_charge": 1,
  "symbols": ["C", "C", "N", "N", "N", "N", "H", "H", "H", "H", "H"],
  "coordinates": [[0.87, -1.17, 0.17], [-0.07, -0.04, 0.02], [-1.35, -0.08, -0.10], [-1.74, 1.58, -0.31], [-0.66, 2.07, -0.25], [0.36, 1.26, -0.06], [1.03, -1.62, -0.81], [0.46, -1.94, 0.81], [1.83, -0.84, 0.56], [-2.02, -0.83, -0.08], [1.30, 1.62, 0.04]],
  "nbo_charge": [-0.69, 0.49, -0.44, 0.15, 0.08, -0.36, 0.29, 0.28, 0.26, 0.47, 0.47]
}